Run P
The following is a quantum chemistry calculation of the ion C5H11N2 with charge +1, from the OMol25 dataset.

Geometry as XYZ:
```
18
Properties=species:S:1:pos:R:3:lowdin_charge:R:1
C -0.214 1.388 0.190 -0.15
H 1.551 1.172 -1.742 0.14
C -1.522 1.312 0.921 -0.10
N 1.268 0.243 -1.482 0.23
H -2.160 2.181 0.864 0.12
H 1.478 -2.519 -0.602 0.10
C -0.252 1.412 1.695 -0.09
H 0.161 -2.413 -1.795 0.10
H -0.112 -3.193 -0.236 0.10
N -0.029 -1.123 -0.150 0.05
H 0.104 0.548 2.235 0.11
H -0.710 -1.168 0.596 0.15
C 0.383 0.054 -0.532 -0.23
C 0.404 -2.378 -0.732 -0.02
H -0.008 2.345 2.176 0.11
H 1.684 -0.529 -1.982 0.13
H 0.051 2.280 -0.351 0.13
H -2.077 0.387 0.927 0.10
```

Output
**Total charge**: +1
**HOMO energy**: -15.2 eV
**Frontier orbital gap**: 12.4 eV



Run Q
The following is a quantum chemistry calculation of the ion C5H11N2 with charge +1, from the OMol25 dataset.

Geometry as XYZ:
```
18
Properties=species:S:1:pos:R:3:lowdin_charge:R:1
C 1.625 -0.898 -1.756 0.02
C -1.279 -1.826 -0.967 0.05
H 2.355 -0.158 -1.818 0.06
C -1.184 1.220 1.413 -0.07
N 0.945 0.376 0.238 0.09
H -1.278 1.872 2.327 0.10
H -1.686 -1.071 -1.606 0.10
C 0.173 0.480 1.452 -0.22
H -2.033 -2.535 -0.646 0.11
H 1.705 1.013 -0.056 0.19
N -0.262 -1.550 -0.340 0.10
H -2.018 0.511 1.354 0.07
H 0.897 1.175 2.119 0.17
H -1.236 1.789 0.461 0.09
H 0.976 -0.977 -2.665 0.12
H 2.210 -1.952 -1.676 0.18
H 0.196 -0.489 1.939 0.12
C 0.777 -0.622 -0.604 -0.28
```

Output
**Total charge**: +1
**HOMO energy**: -14.7 eV
**Frontier orbital gap**: 10.5 eV



It is run P that is the most stable of them.



Run P
The following is a quantum chemistry calculation of a cluster of 14 separate species, C28H84O28 in total, from the OMol25 dataset.

Geometry as XYZ:
```
140
Properties=species:S:1:pos:R:3:lowdin_charge:R:1
H 2.368 1.922 -5.844 0.11
H -1.911 -0.769 5.957 0.12
H -2.543 1.166 -2.652 0.10
O -3.790 -1.823 -1.117 -0.04
H -4.830 -4.098 -0.727 0.11
H -7.483 -3.722 -0.920 0.09
O -4.331 2.437 3.283 -0.08
C -1.127 -2.956 -3.412 -0.18
H -4.577 -0.228 1.541 0.08
H -4.019 1.701 -2.567 0.13
H 5.206 3.531 0.063 0.09
H -2.153 -3.310 -3.306 0.12
H -0.480 -3.944 1.009 0.10
C 4.033 -0.438 -2.872 -0.17
H -2.153 -5.146 -1.198 0.10
O 3.839 5.042 1.187 -0.07
O -0.591 0.486 -1.210 -0.09
H 2.792 -2.425 0.258 0.10
H -5.233 2.279 2.993 0.07
O -1.939 3.947 4.388 -0.08
H 5.855 -2.638 4.248 0.07
O 0.753 1.488 -3.400 -0.07
H -0.380 -4.359 -5.015 0.11
H 4.814 -0.441 2.718 0.11
C 0.268 4.267 -1.405 -0.15
H -2.859 -5.918 0.802 0.08
H 1.283 1.676 0.533 0.10
C -5.569 -3.297 -0.727 -0.22
H -0.237 -0.945 0.064 0.12
O -0.359 1.472 1.719 -0.06
H 4.231 1.839 2.060 0.10
H -0.600 -3.321 -2.530 0.10
C -5.071 0.124 3.443 -0.24
H 5.289 -0.863 -1.248 0.10
H -0.530 -5.800 -0.869 0.12
H 0.076 1.317 -2.741 0.03
H 5.558 3.016 2.152 0.13
O 0.003 -1.823 7.198 -0.07
H 0.639 -2.978 -4.804 0.11
H 1.188 -0.294 -0.751 0.12
H -0.131 0.328 -4.830 0.10
H -1.060 0.551 5.038 0.10
H 0.038 -2.546 6.567 0.07
C 0.665 0.869 0.927 -0.20
C 0.771 5.688 -1.652 -0.20
H 0.922 3.411 -1.239 0.10
H 1.255 4.471 3.420 0.09
O 5.858 -1.697 4.058 -0.05
H -0.243 2.074 -5.150 0.10
C -1.048 -0.492 5.351 -0.25
H 1.115 5.939 -2.656 0.13
H 3.272 -0.943 4.584 0.11
O 0.062 5.740 4.509 -0.06
H -5.694 -1.328 -1.083 0.13
C 0.219 4.801 3.495 -0.25
C -0.806 3.662 3.548 -0.21
H -2.361 1.328 -5.156 0.10
H 1.767 -3.574 -0.712 0.10
H 3.860 -3.361 4.586 0.10
H -3.642 1.272 4.860 0.12
C 2.671 -3.441 -0.119 -0.21
H -0.859 -0.225 -1.796 0.05
C 3.986 1.018 -2.528 -0.24
H 2.480 6.251 -1.137 0.09
H 4.754 -0.607 -3.671 0.12
H -0.684 0.774 2.292 0.07
H -2.698 -2.905 -0.254 0.02
H 0.004 5.389 2.603 0.11
O 4.964 2.629 0.284 -0.08
H 2.480 3.579 1.389 0.10
H -0.785 -3.177 -0.520 0.08
H -0.842 -3.243 -6.629 0.08
H 2.234 -3.745 2.735 0.01
C -5.024 -2.098 -1.467 -0.32
O 5.350 1.361 -2.278 -0.07
O -5.362 -0.185 2.092 -0.05
H -0.833 5.678 4.851 0.07
C 1.547 1.206 -5.814 -0.19
O 3.734 -3.598 -1.104 -0.09
H 3.620 -4.478 1.541 0.10
H 0.993 -0.698 5.698 0.10
H -0.072 4.022 -2.411 0.09
C 0.391 1.282 -4.753 -0.22
C -1.423 -5.365 -0.419 -0.21
O -4.328 1.930 -5.423 -0.06
O -2.097 -6.328 0.386 -0.06
C -1.168 -3.934 0.164 -0.26
H -1.838 -1.173 -3.888 0.07
C 0.105 -0.616 6.324 -0.19
C 4.703 -1.432 3.158 -0.19
O -0.916 3.989 -0.439 -0.10
H -2.593 2.871 -4.437 0.12
O 4.539 -1.223 -1.727 -0.10
H -0.253 2.883 4.073 0.11
H 2.531 -1.417 3.096 0.11
H 3.060 -0.794 -3.210 0.11
H -4.586 0.022 -4.247 0.10
H -2.486 4.359 3.715 0.08
O -2.362 -3.339 0.534 -0.08
C -3.952 1.168 3.820 -0.20
O 1.719 5.973 -0.622 -0.08
C -0.402 -3.299 -4.764 -0.18
H 2.724 -5.464 0.643 0.12
H 3.688 1.614 -3.390 0.11
H -0.091 6.327 -1.460 0.12
H 4.656 -2.081 2.283 0.11
H -1.614 -2.009 4.302 0.08
H -3.219 0.785 3.109 0.10
H -5.710 -3.127 0.340 0.13
H 3.226 3.837 2.892 0.10
O 3.103 -3.050 4.083 -0.06
C -3.110 1.935 -4.649 -0.19
H -3.554 -1.160 -1.769 0.08
H -1.320 3.624 2.587 0.11
H 3.016 -0.046 -6.258 0.08
H 1.099 1.367 -6.795 0.11
H 3.189 5.242 0.508 0.03
C 2.646 -4.457 1.053 -0.21
H -5.105 -2.165 -2.552 0.13
H -6.016 0.539 3.795 0.11
O 2.210 -0.085 -5.737 -0.09
H 3.700 -2.726 -1.504 0.01
H -4.298 1.380 -6.209 0.09
O -1.202 -2.794 -5.860 -0.08
C 3.455 3.788 1.828 -0.18
H 5.344 1.679 -1.372 0.03
C 3.345 -1.670 3.776 -0.23
H -4.950 -0.784 4.033 0.11
O -6.716 -3.665 -1.494 -0.05
O -1.045 -1.255 4.128 -0.06
C 4.628 2.764 1.643 -0.21
O -1.184 -1.550 -3.295 -0.09
O -3.876 -0.081 -3.608 -0.06
O 1.666 -4.198 2.108 -0.08
C 0.266 -0.026 -0.234 -0.22
H 3.320 1.327 -1.723 0.11
H -0.916 3.063 -0.188 0.03
C -3.409 1.191 -3.313 -0.23
H 1.261 0.193 1.541 0.11
H 0.244 0.305 6.890 0.12
```

Output
**HOMO energy**: -9.4 eV
**Frontier orbital gap**: 9.5 eV



Run Q
The following is a quantum chemistry calculation of a cluster of 14 separate species, C28H84O28 in total, from the OMol25 dataset.

Geometry as XYZ:
```
140
Properties=species:S:1:pos:R:3:lowdin_charge:R:1
H -0.893 -1.563 -0.225 0.11
H -3.474 -0.357 -1.022 0.09
H -0.317 -5.800 3.011 0.08
O 4.315 0.197 -1.573 -0.12
C -1.947 -6.073 2.045 -0.24
C -0.721 -5.023 -4.046 -0.21
H -1.738 -5.222 -4.383 0.11
C -3.007 1.927 0.790 -0.15
H -0.569 -3.593 -5.452 0.08
H 0.673 0.757 -5.799 0.10
H -2.546 -4.366 0.747 0.11
C -1.324 3.009 -3.127 -0.19
H -0.234 4.712 2.780 0.11
O -2.111 -0.743 7.018 -0.05
O -5.738 -1.487 -1.553 -0.08
O 4.623 -2.160 -2.587 -0.07
H -3.614 0.244 1.362 0.03
H 2.900 0.345 -5.117 0.11
H 2.428 -0.179 -1.120 0.05
H -4.528 -1.812 0.267 0.08
O -1.493 -3.361 -2.327 -0.10
C -3.727 -0.172 -2.066 -0.21
H -6.425 -0.846 -1.751 0.09
H 2.737 2.627 -0.794 0.11
O 1.051 1.106 -4.989 -0.06
C 5.036 1.564 2.510 -0.25
C -6.497 -1.837 2.004 -0.20
C 0.574 4.444 3.460 -0.21
O -0.816 -0.998 1.733 -0.05
H -6.636 -0.185 3.043 0.10
H 0.357 -4.281 -2.283 0.10
C -1.532 0.277 6.291 -0.27
H -0.946 -5.365 -1.873 0.11
C 5.088 1.047 -2.365 -0.22
C -0.669 -4.546 -2.537 -0.18
H 7.127 -0.774 -1.398 0.05
H 0.100 5.086 -1.483 0.04
O -3.120 0.329 4.526 -0.09
O 0.783 2.591 -0.275 -0.07
O -1.661 -3.827 2.618 -0.08
C -0.404 -0.828 0.415 -0.23
H -0.781 0.110 0.006 0.11
H 1.810 2.817 -2.133 0.11
H 1.476 -0.046 0.905 0.12
O -4.263 -1.421 1.103 -0.10
H 2.289 0.695 -3.523 0.10
O 6.299 -2.443 -0.175 -0.05
H -1.795 2.815 -4.091 0.13
O 1.577 -0.624 -1.086 -0.07
H 0.889 -1.321 -2.516 0.03
H -1.156 0.739 4.233 0.10
H 4.604 -0.702 -1.744 0.02
C 2.019 0.254 -4.482 -0.23
C 1.530 -1.247 -4.374 -0.18
H 5.027 0.579 -3.348 0.12
H -0.397 1.323 -2.887 0.07
H -0.409 3.570 -3.315 0.11
H -0.286 -6.015 -4.167 0.11
O -1.698 4.458 -1.119 -0.07
H -4.165 -2.262 -2.634 0.10
O -1.056 1.814 -2.389 -0.07
H -5.642 0.935 1.000 0.06
H -2.357 -6.740 1.287 0.11
H 6.787 2.670 2.782 0.12
H -4.503 -1.523 3.027 0.12
H -4.654 -3.060 2.079 0.12
H 1.565 -1.716 0.703 0.12
H 2.086 5.155 -0.145 0.12
H -1.614 -2.886 2.437 0.05
O 5.349 3.855 3.222 -0.05
C -1.763 0.043 4.812 -0.23
C 6.444 1.101 -1.629 -0.21
H -1.128 -2.605 -2.792 0.04
H 5.664 0.690 2.336 0.11
C 4.885 -2.607 -0.186 -0.21
H 4.788 1.858 1.490 0.11
H -2.578 4.704 -2.987 0.12
H 0.331 4.788 4.466 0.12
H 2.473 4.751 2.971 0.06
O 3.831 1.100 3.116 -0.07
C -4.471 2.476 0.777 -0.18
O -4.485 1.026 -2.302 -0.07
O 1.689 5.297 3.066 -0.09
H 5.885 2.289 4.330 0.13
H 2.328 -1.930 -4.084 0.10
O -0.802 -6.565 2.694 -0.06
O 0.969 5.280 -1.843 -0.06
C -4.940 -2.011 2.155 -0.20
H -4.554 3.328 0.102 0.11
H 5.501 4.161 2.325 0.09
H -5.096 -1.063 -3.501 0.12
O 7.206 -0.039 -2.010 -0.07
H -6.941 -2.521 2.727 0.12
H -6.804 -2.201 1.024 0.12
H 1.255 2.808 1.457 0.04
H 4.280 -1.772 0.169 0.11
C -1.769 -4.643 1.459 -0.23
H -5.046 1.184 -1.539 0.04
O 0.010 -4.143 -4.919 -0.08
H -0.867 -4.512 0.861 0.11
H 0.110 2.358 3.363 0.10
C 4.338 -3.115 -1.553 -0.19
H -1.910 1.191 6.749 0.12
H -3.202 3.459 -2.032 0.10
H -2.633 -6.040 2.891 0.11
C 5.821 2.565 3.277 -0.28
H 4.753 2.078 -2.486 0.11
H 3.045 1.417 2.664 0.02
H -1.650 -0.528 1.805 0.05
O -3.095 0.911 1.818 -0.11
C -4.684 -1.310 -2.523 -0.20
O 1.857 2.737 2.201 -0.10
O -6.866 -0.479 2.159 -0.05
H -2.402 4.978 -0.724 0.10
H -2.652 1.467 -0.132 0.10
H -4.765 2.852 1.757 0.13
C 1.107 -0.836 0.251 -0.18
H 6.363 1.023 -0.545 0.11
H -0.457 0.313 6.470 0.12
H 1.193 -1.725 -5.294 0.11
H 4.429 -2.408 -3.494 0.10
H -2.377 2.773 1.065 0.12
C 1.982 4.646 -1.103 -0.22
C 0.996 2.993 3.372 -0.17
O -5.388 1.498 0.265 -0.07
H 7.062 1.983 -1.799 0.11
H -0.019 2.471 -0.789 0.05
H 4.603 -4.153 -1.754 0.12
H 4.634 -3.331 0.589 0.12
C 1.818 3.133 -1.090 -0.21
C -2.252 3.914 -2.310 -0.21
H 1.651 2.883 4.236 0.13
H -3.274 0.402 3.581 0.02
H -1.623 -1.004 4.546 0.12
H 3.266 -3.283 -1.447 0.11
H 6.677 -3.166 -0.682 0.10
O 0.511 -1.407 -3.394 -0.09
H -3.013 -0.785 6.693 0.08
H -2.780 -0.219 -2.603 0.11
H 2.895 4.825 -1.672 0.12
```

Output
**HOMO energy**: -9.5 eV
**Frontier orbital gap**: 9.6 eV



It is run Q that is the most stable of them.



Run P
The following is a quantum chemistry calculation of an isolated molecule of CH3BrO2S, from the OMol25 dataset.

Geometry as XYZ:
```
8
Properties=species:S:1:pos:R:3:lowdin_charge:R:1
C -0.363 0.584 -0.677 -0.19
H -0.593 1.521 -0.242 0.05
O -0.372 -0.094 1.750 -0.38
H -1.353 -0.061 -0.725 0.10
H 0.194 0.671 -1.523 0.03
S 0.499 -0.276 0.632 0.28
Br 0.094 -2.386 0.010 0.43
O 1.895 0.041 0.776 -0.33
```

Output
**HOMO energy**: -11.0 eV
**Frontier orbital gap**: 10.6 eV



Run Q
The following is a quantum chemistry calculation of an isolated molecule of CH3BrO2S, from the OMol25 dataset.

Geometry as XYZ:
```
8
Properties=species:S:1:pos:R:3:lowdin_charge:R:1
O -0.564 1.229 -1.436 -0.41
C 0.458 0.220 0.865 -0.19
O -2.052 -0.919 -0.105 -0.48
H -0.397 0.317 1.556 0.06
H 1.113 1.084 0.671 0.07
S -0.494 0.024 -0.729 0.46
Br 0.917 -1.253 -1.817 0.46
H 1.019 -0.701 0.994 0.04
```

Output
**HOMO energy**: -10.4 eV
**Frontier orbital gap**: 9.0 eV



It is run P that is the most stable of them.